{"formula": "C30H78BFN3O11P2S", "method": "ωB97M-V/def2-TZVPD", "elements": ["C", "C", "B", "O", "C", "P", "N", "O", "O", "C", "C", "C", "F", "C", "C", "P", "N", "O", "O", "C", "N", "C", "C", "C", "S", "H", "H", "H", "H", "H", "H", "H", "H", "H", "H", "H", "H", "H", "H", "H", "H", "H", "H", "H", "H", "H", "H", "H", "H", "H", "H", "H", "H", "H", "H", "C", "C", "C", "O", "H", "H", "H", "H", "H", "H", "H", "H", "C", "C", "C", "O", "H", "H", "H", "H", "H", "H", "H", "H", "C", "C", "C", "O", "H", "H", "H", "H", "H", "H", "H", "H", "C", "C", "C", "O", "H", "H", "H", "H", "H", "H", "H", "H", "C", "C", "C", "O", "H", "H", "H", "H", "H", "H", "H", "H", "C", "C", "C", "O", "H", "H", "H", "H", "H", "H", "H", "H"], "positions_angstrom": [[1.21741, 6.98237, 2.59990], [1.86326, 5.88343, 3.67146], [0.70418, 5.04326, 4.49377], [-0.17797, 5.86892, 5.39280], [0.45102, 3.39211, 4.33918], [0.64275, 2.54117, 6.08171], [-0.48364, 1.34306, 6.23376], [0.33019, 3.64475, 7.40006], [2.25658, 1.89158, 6.31211], [1.56612, 2.55597, 3.41372], [0.81978, 2.19453, 1.96109], [0.56847, 0.57492, 1.74680], [1.71510, -0.14395, 1.14218], [-0.80919, 0.21468, 0.91905], [-1.15232, -1.41670, 0.90817], [2.18772, 2.64966, 0.66426], [2.32716, 4.28403, 0.48916], [1.83602, 2.02316, -0.94269], [3.77680, 2.05248, 1.18168], [-0.48733, 3.18468, 2.10389], [-0.82198, 3.02738, 3.56947], [-2.16518, 3.45367, 4.10773], [-2.76678, 4.84516, 3.48846], [-4.14277, 5.17986, 4.37858], [-5.27242, 6.43356, 3.56187], [0.05147, 6.92103, 2.52030], [1.49390, 8.07375, 2.99602], [1.73761, 6.89921, 1.53143], [2.46872, 6.53536, 4.45721], [2.63963, 5.22058, 3.09994], [-0.48230, 6.69884, 4.90584], [-1.08510, 1.62105, 7.06375], [1.23624, 3.93884, 7.76553], [2.93136, 2.47400, 5.84391], [2.62085, 3.05042, 3.29985], [1.85110, 1.46332, 3.77126], [0.42010, 0.10920, 2.83481], [-1.74944, 0.73098, 1.43655], [-0.69390, 0.53899, -0.21542], [-1.91767, -1.62159, 0.02188], [-1.73956, -1.72550, 1.89764], [-0.20328, -2.08636, 0.74077], [2.12943, 4.47544, -0.52840], [2.73818, 2.08252, -1.41944], [3.68025, 1.44456, 1.97243], [-0.27929, 4.26583, 1.67383], [-1.46796, 2.89428, 1.49161], [-0.86656, 1.97084, 3.69095], [-2.14104, 3.49969, 5.29962], [-2.94260, 2.59180, 3.84525], [-3.09894, 4.79155, 2.36756], [-2.08424, 5.78691, 3.61206], [-4.70616, 4.16843, 4.55363], [-3.87683, 5.62114, 5.45220], [-6.08553, 6.99741, 4.59729], [-1.90632, 0.78778, -3.37934], [-2.33383, -0.64929, -3.12693], [-3.05436, -1.23292, -4.33182], [-3.19695, -0.69309, -1.99365], [-2.77532, 1.42724, -3.57116], [-1.40004, 1.19878, -2.49934], [-1.22848, 0.85330, -4.23613], [-1.45444, -1.25922, -2.89294], [-3.96408, -0.66509, -4.55742], [-3.36703, -2.26331, -4.13126], [-2.41092, -1.22808, -5.21716], [-3.98059, -0.15420, -2.19238], [-1.81019, -6.04788, -3.32575], [-2.89113, -5.27059, -4.05994], [-3.77544, -6.19371, -4.88299], [-2.28154, -4.31070, -4.91913], [-1.15498, -6.57030, -4.03189], [-1.17392, -5.36937, -2.74745], [-2.24736, -6.78442, -2.64438], [-3.50442, -4.72107, -3.33745], [-3.18989, -6.72132, -5.64436], [-4.54099, -5.61926, -5.41552], [-4.27160, -6.93457, -4.24831], [-1.73498, -4.78962, -5.56403], [5.71289, 0.91851, -0.99553], [5.57417, 0.97163, -2.50867], [6.58629, 0.06459, -3.19017], [5.76620, 2.31188, -2.95372], [6.70647, 1.25716, -0.68093], [4.98648, 1.58547, -0.51894], [5.55497, -0.09734, -0.62006], [4.56012, 0.67295, -2.79604], [7.61087, 0.37297, -2.95337], [6.48294, 0.12243, -4.27904], [6.45452, -0.97688, -2.88058], [6.66407, 2.58555, -2.70288], [-2.60788, -7.82743, -8.51301], [-2.06164, -6.51128, -9.04312], [-1.29048, -6.71260, -10.33785], [-1.20167, -5.92945, -8.06682], [-1.79524, -8.52912, -8.29373], [-3.14993, -7.66892, -7.57455], [-3.28598, -8.29286, -9.23510], [-2.88727, -5.81124, -9.21152], [-0.43110, -7.37479, -10.18328], [-0.89276, -5.75889, -10.70109], [-1.92909, -7.14452, -11.11470], [-0.46557, -6.54415, -7.91094], [4.90116, 7.09656, 7.61966], [3.80747, 7.89887, 6.93279], [3.21669, 8.94319, 7.86655], [2.77619, 7.01619, 6.49855], [4.50578, 6.55911, 8.48896], [5.30856, 6.34070, 6.93969], [5.71744, 7.74557, 7.95182], [4.21515, 8.38982, 6.04237], [2.76158, 8.47121, 8.74464], [2.42251, 9.50455, 7.36275], [3.98243, 9.64763, 8.20606], [2.40836, 6.57583, 7.28263], [-3.07444, -11.13518, -1.79071], [-2.52820, -9.81903, -2.32081], [-1.75704, -10.02034, -3.61555], [-1.66823, -9.23720, -1.34452], [-2.26180, -11.83687, -1.57143], [-3.61649, -10.97666, -0.85225], [-3.75254, -11.60061, -2.51280], [-3.35383, -9.11899, -2.48922], [-0.89766, -10.68254, -3.46098], [-1.35932, -9.06664, -3.97879], [-2.39564, -10.45227, -4.39239], [-0.93213, -9.85190, -1.18864]], "total_energy_ev": -92163.406, "largest_force_ev_per_a": 5.0, "homo_energy_ev": -11.2, "charge": 1, "orbital_gap_ev": 7.99}

{"formula": "C21H27Cl33N", "method": "ωB97M-V/def2-TZVPD", "elements": ["C", "C", "C", "C", "C", "C", "C", "C", "C", "C", "N", "H", "H", "H", "H", "H", "H", "H", "H", "H", "H", "H", "H", "H", "H", "H", "H", "C", "Cl", "Cl", "Cl", "H", "C", "Cl", "Cl", "Cl", "H", "C", "Cl", "Cl", "Cl", "H", "C", "Cl", "Cl", "Cl", "H", "C", "Cl", "Cl", "Cl", "H", "C", "Cl", "Cl", "Cl", "H", "C", "Cl", "Cl", "Cl", "H", "C", "Cl", "Cl", "Cl", "H", "C", "Cl", "Cl", "Cl", "H", "C", "Cl", "Cl", "Cl", "H", "C", "Cl", "Cl", "Cl", "H"], "positions_angstrom": [[-4.65949, 0.76270, 0.36221], [-4.54008, -0.25294, 1.55334], [-3.39054, -1.20864, 1.18205], [-4.25036, 0.59341, 2.81235], [-3.77724, -0.22372, 4.04269], [-2.46904, 0.21546, 4.64751], [-1.78788, -0.65518, 5.49756], [-0.57752, -0.27314, 6.06107], [-0.04291, 0.99427, 5.78303], [-0.75141, 1.82670, 4.94395], [-1.92615, 1.41586, 4.42610], [-3.89144, 0.52934, -0.37971], [-5.66230, 0.79934, -0.06962], [-4.43684, 1.78543, 0.69259], [-5.49955, -0.77195, 1.58737], [-3.04160, -1.83807, 2.00833], [-3.77092, -1.89779, 0.41879], [-2.54988, -0.66867, 0.73817], [-5.18479, 1.10251, 3.07474], [-3.53156, 1.36485, 2.51173], [-3.75705, -1.28994, 3.80999], [-4.52740, -0.12493, 4.84061], [-2.19988, -1.62901, 5.73436], [-0.01800, -0.91077, 6.73766], [0.89108, 1.35770, 6.18639], [-0.38889, 2.82124, 4.71912], [-2.41346, 2.08706, 3.84134], [-0.43518, -3.43204, -0.56635], [-0.91930, -4.86160, 0.34497], [-1.71679, -2.92609, -1.66729], [0.00076, -2.11325, 0.52793], [0.43816, -3.68424, -1.15544], [3.16165, 1.46216, 2.83064], [3.89688, 2.97341, 2.31425], [1.51868, 1.74712, 3.46614], [3.11731, 0.30105, 1.51303], [3.76395, 1.04734, 3.62976], [3.63615, -0.50357, -2.36297], [4.20673, -1.02450, -3.94500], [2.16332, -1.35989, -1.89564], [4.87609, -0.73538, -1.13392], [3.40617, 0.55328, -2.41719], [2.86206, -1.64375, -7.42073], [1.55643, -2.82251, -7.55516], [4.24774, -2.11510, -8.40407], [2.29751, -0.03267, -7.87366], [3.17713, -1.60999, -6.38651], [-8.61927, -1.10231, 0.23418], [-7.23108, -0.96644, -0.85107], [-9.07581, -2.78818, 0.45502], [-8.27574, -0.34129, 1.79408], [-9.45269, -0.58005, -0.21757], [-2.19767, 3.19992, -1.37605], [-3.43490, 3.90243, -0.33002], [-1.07028, 2.21398, -0.43094], [-2.93539, 2.24310, -2.65847], [-1.64089, 4.00804, -1.83220], [4.07212, -5.86848, -6.01658], [3.97096, -5.82450, -7.77473], [5.61709, -6.53996, -5.49517], [3.83199, -4.25589, -5.32885], [3.28245, -6.51027, -5.64848], [5.57134, -1.70781, 4.54890], [6.31095, -0.19671, 4.01418], [3.94051, -1.41444, 5.17999], [5.52461, -2.87873, 3.23721], [6.17353, -2.11553, 5.35055], [6.51063, 1.90528, -5.70387], [6.06425, 2.08610, -4.00002], [8.24638, 2.11819, -5.91255], [5.99287, 0.33960, -6.33113], [6.00422, 2.67809, -6.26727], [7.05321, 5.60101, 3.67738], [6.55079, 4.13379, 4.52512], [5.84218, 6.07849, 2.48216], [7.34691, 6.90837, 4.82025], [7.97811, 5.39064, 3.15637], [-5.69754, 1.01681, -5.39181], [-6.23578, 0.26510, -3.88463], [-6.45241, 0.23863, -6.78016], [-6.03990, 2.74730, -5.37921], [-4.62608, 0.88482, -5.47113]], "total_energy_ev": -436938.269, "largest_force_ev_per_a": 1.8, "homo_energy_ev": -12.1, "charge": 1, "orbital_gap_ev": 8.34}

- Which formula does entry 1 have?
  C30H78BFN3O11P2S